This record from the Open Molecules 2025 dataset describes a molecular structure, C5H10BrNO2 in a non-equilibrium geometry. The level of theory is ωB97M-V with the def2-TZVPD basis set.

Geometry as XYZ:
```
19
Properties=species:S:1:pos:R:3:forces:R:3
C -0.14972 1.40426 -0.84327 -2.326 1.034 1.064
C -0.93966 -1.08358 -0.73586 3.801 -0.075 2.399
C 0.82328 -0.36322 1.70036 2.027 0.244 -1.029
C 0.18991 -0.03883 -0.92903 2.986 -1.398 0.382
C 1.59352 -0.42050 0.35443 -3.113 3.542 -1.544
N 1.97414 -1.70914 -0.07156 1.932 -2.058 0.140
O 1.30141 -2.68162 0.25452 -0.436 0.145 0.207
O 3.00292 -1.83382 -0.70314 -0.030 -0.106 -0.671
Br 3.07623 0.85416 -0.10321 -1.306 -0.558 0.854
H -0.43090 1.63948 0.26046 0.706 0.121 -1.781
H -1.14228 1.57289 -1.37975 1.102 -0.343 0.519
H 0.54247 2.12819 -1.31041 -0.046 -0.591 0.711
H -1.74324 -0.76626 -0.13097 -1.048 0.653 0.301
H -1.16712 -1.49211 -1.63991 -1.264 -0.760 -2.629
H -0.46289 -1.96679 -0.20163 -0.776 1.014 -0.515
H 0.85718 -1.44164 1.87060 -1.355 0.235 0.778
H 1.50036 0.08496 2.44142 -0.554 0.130 -0.052
H -0.13786 0.20594 1.56511 0.980 -1.058 0.560
H 0.91013 -0.21418 -1.77367 -1.279 -0.171 0.307
```
Forces are in eV/Å.

Output
* energy: -80969.86253 eV
* frontier orbital gap: 9.85 eV
* charge: 0
* energy relative to the best compared isomer or geometry (same formula, charge and spin): 87.9 kcal per mole
* largest force on an atom: 4.96 eV Å⁻¹
* HOMO energy: -9.942 eV
* molar mass: 196.04 g mol⁻¹